Record 1
ORCA calculation (ωB97M-V/def2-TZVPD) on a structure of composition C11H17BIrN6O3S.

Geometry (Å):
C 2.65934 -0.47489 0.47651
N 1.42428 -0.47895 -0.11472
N 1.58538 -0.18809 -1.46011
C 2.90730 -0.11278 -1.71134
C 3.60534 -0.26414 -0.52323
B 0.41403 0.00508 -2.46696
N -0.52715 -1.19634 -2.16853
N -0.76700 -1.68299 -0.86594
C -1.65234 -2.71352 -0.97919
C -1.78656 -3.03602 -2.32512
C -1.04060 -2.09599 -3.03636
Ir -0.12840 -1.03924 0.89386
N -0.26918 1.40232 -2.12178
N -0.56010 1.50605 -0.80122
C -1.02636 2.70877 -0.53880
C -1.05760 3.45703 -1.74928
C -0.55314 2.58886 -2.73979
H -1.30426 2.93178 0.48408
H -0.39117 2.70248 -3.81028
H -1.42592 4.46128 -1.84640
H 0.79557 0.03988 -3.59814
H -0.81621 -2.01346 -4.08353
H 3.22907 0.00048 -2.72769
H -2.34391 -3.86481 -2.71598
H 4.66050 -0.24810 -0.35869
H -2.10341 -3.12788 -0.08045
H 2.72023 -0.63050 1.54263
H -1.82590 -0.23638 1.11074
C -1.77603 -1.12847 1.84707
H -2.58214 -1.77853 1.52069
H -0.81541 -1.89630 1.88905
H -1.85594 -0.67472 2.83040
C -0.30803 1.06268 4.43659
S 0.93738 0.72685 3.18816
O 2.02161 1.67078 3.38757
O 1.29315 -0.70924 3.31589
O 0.25392 0.94225 1.83584
H -0.21405 0.26106 5.17392
H -1.31003 1.09544 4.00174
H -0.06624 2.02827 4.88879

- M: 516.392 u
- Spin multiplicity: 6
- LUMO (spin up / spin down): -15.056 / -18.582 eV
- Expectation value of S²: 8.786
- Gap between HOMO and LUMO (spin up / spin down): 0.2936 / 0.1542 Eh
- HOMO energy (spin up / spin down): -23.05 / -22.78 eV
- Total charge: +4

***

Record 2
ORCA calculation (ωB97M-V/def2-TZVPD) on a structure of composition C17H21BMnN6.

Geometry (Å):
H 2.37064 -0.55569 -2.23851
N 1.38177 0.92573 -1.08172
B 0.57635 3.17264 -0.15445
N 1.43476 2.35486 -1.16861
C 2.25408 2.73609 -2.14771
Mn 0.09773 -0.03688 0.38583
H 2.38966 3.78919 -2.32465
C 2.78269 1.60648 -2.76100
H 3.47207 1.58304 -3.58328
C 2.22489 0.50720 -2.08023
H 0.72722 4.32137 -0.35012
C -1.00665 -0.88577 1.80593
H -0.97414 -1.98870 1.77042
H -2.05492 -0.57676 1.65718
H -0.69553 -0.55501 2.80255
N 1.02322 2.82887 1.29921
N -0.92607 2.80109 -0.33777
N 0.92892 1.46624 1.71931
N -1.31036 1.44384 -0.15575
C 1.52886 3.58295 2.27706
C -1.98712 3.53862 -0.67242
H 1.66266 4.63473 2.09734
H -1.85016 4.59076 -0.84837
C 1.78511 2.77950 3.37925
C -3.10576 2.71943 -0.72289
C 1.40203 1.47695 3.00087
C -2.65001 1.42642 -0.39652
H 2.19222 3.08660 4.32263
H -4.11056 3.00896 -0.96347
H 1.43672 0.55006 3.56037
H -3.19331 0.49367 -0.32206
H 1.25632 -1.10947 0.76820
C -0.58895 -1.57535 -0.97056
C -0.58940 -2.99276 -0.66056
C -1.51163 -3.88987 -1.32128
C -1.54043 -5.25818 -1.09902
C -0.65446 -5.85797 -0.19173
C 0.26311 -5.05589 0.48212
C 0.29609 -3.67657 0.25491
H -0.05943 -1.34337 -1.92818
H -1.54665 -1.20277 -1.42842
H -2.21369 -3.44043 -2.03763
H -2.25966 -5.89168 -1.63414
H -0.67638 -6.93425 -0.01497
H 0.96773 -5.50651 1.19541
H 1.05042 -3.09138 0.81741

- M: 375.147 u
- Spin multiplicity: 6
- LUMO (spin up / spin down): 0.693 / -2.314 eV
- Expectation value of S²: 8.869
- Gap between HOMO and LUMO (spin up / spin down): 0.2655 / 0.2357 Eh
- HOMO energy (spin up / spin down): -6.53 / -8.73 eV
- ΔE to the lowest compared entry with this formula, charge and spin: 2.978 eV
- Total charge: 0

***

Record 3
ORCA calculation (ωB97M-V/def2-TZVPD) on a cluster of 9 separate species, C45H76NO18PS in total.

Geometry (Å):
C 2.86489 -1.97470 -3.31021
N 3.17083 -3.43103 -3.36317
C 2.15329 -4.20340 -4.09658
C 0.83755 -3.59526 -4.68801
C -0.20363 -4.43816 -5.50316
C 0.01503 -5.97633 -5.75295
C 1.33776 -6.61038 -5.14006
C 2.34936 -5.74960 -4.33747
S 3.90802 -6.44097 -3.57023
C 3.93725 -5.52769 -1.94030
C 4.35305 -6.22875 -0.62870
C 4.33351 -5.44848 0.71366
C 3.86962 -3.94529 0.68925
P 3.76661 -2.92325 2.31294
O 2.56014 -1.72822 1.94335
O 3.14773 -4.00577 3.49368
C 3.47645 -3.23215 -0.67181
C 3.50523 -4.00982 -2.04391
H 3.73279 -1.35005 -2.86844
H 2.72180 -1.61710 -4.40143
H 1.90363 -1.73677 -2.74070
H 0.57861 -2.49399 -4.54652
H -1.15297 -3.96911 -5.95458
H -0.76769 -6.56885 -6.33106
H 1.57330 -7.72708 -5.27288
H 4.68250 -7.33291 -0.63509
H 4.61102 -5.96233 1.70436
H 1.74788 -2.17760 1.60526
H 2.35687 -4.42679 3.07122
H 3.17949 -2.13654 -0.61668
O -0.16777 0.15565 -3.57544
C -0.05357 0.69190 -2.49018
O -0.02334 -0.05090 -1.37686
C 0.28372 0.44164 -0.06977
C -0.94373 1.02501 0.60115
C -0.03674 2.18968 -2.38078
H 1.12047 1.14351 -0.10251
H 0.63055 -0.42348 0.50020
H -1.33534 1.88222 0.04889
H -0.70955 1.34671 1.61801
H -1.74458 0.28233 0.63955
H -1.06126 2.56329 -2.41700
H 0.52528 2.59138 -3.22685
H 0.45504 2.56148 -1.48418
O 8.10456 -1.69935 -8.81085
C 7.10599 -1.73232 -8.12649
O 7.15818 -2.23290 -6.87958
C 6.08208 -2.15744 -5.93154
C 5.09517 -3.28865 -6.13706
C 5.77871 -1.30410 -8.68817
H 5.60764 -1.17291 -5.95565
H 6.53809 -2.25556 -4.94330
H 4.62826 -3.24107 -7.12358
H 4.30895 -3.25499 -5.38068
H 5.60427 -4.25351 -6.07599
H 5.35779 -2.12156 -9.27518
H 5.94104 -0.43991 -9.33587
H 5.06026 -0.98963 -7.93362
O 1.73530 2.91977 4.98959
C 2.17948 1.81637 5.22571
O 1.37806 0.74024 5.16968
C 1.83958 -0.61753 5.25899
C 1.99186 -1.04089 6.70525
C 3.60341 1.64449 5.67515
H 2.75335 -0.76043 4.67701
H 1.07294 -1.23456 4.78413
H 2.73643 -0.43454 7.22508
H 2.29277 -2.08884 6.77040
H 1.05009 -0.90890 7.24043
H 3.66978 1.85844 6.74311
H 4.22678 2.35251 5.12450
H 4.01356 0.65656 5.47513
O -2.90719 3.74084 -1.12017
C -3.63070 4.00940 -2.05550
O -3.10018 4.32771 -3.24749
C -3.86100 4.48953 -4.45686
C -4.43419 5.88792 -4.55502
C -5.12092 4.08235 -1.87390
H -4.62410 3.71261 -4.54613
H -3.16248 4.33089 -5.28111
H -5.12633 6.09819 -3.73570
H -4.96435 6.01870 -5.49644
H -3.63576 6.63144 -4.49120
H -5.38210 5.04980 -1.44279
H -5.42422 3.28745 -1.18910
H -5.68563 3.92748 -2.79107
O 0.59527 0.24895 9.20352
C 0.63628 1.45417 9.32903
O 1.77246 2.12111 9.04910
C 1.87963 3.55139 8.99414
C 2.10741 4.13147 10.37532
C -0.53999 2.20791 9.88365
H 1.01633 3.98961 8.48823
H 2.74747 3.76915 8.36659
H 1.27026 3.91920 11.04281
H 2.24031 5.21413 10.32052
H 2.99587 3.68769 10.83195
H -0.53352 2.13351 10.97109
H -1.45399 1.75316 9.49522
H -0.57216 3.25415 9.59115
O -1.01115 4.49719 11.62979
C -0.88591 5.01326 12.71912
O -0.85601 4.25121 13.82613
C -0.53846 4.74063 15.13791
C -1.76317 5.32915 15.80940
C -0.85687 6.50957 12.85856
H 0.30113 5.43912 15.10261
H -0.19609 3.87629 15.71177
H -2.15211 6.18678 15.25628
H -1.52700 5.65150 16.82542
H -2.56637 4.58962 15.84984
H -1.87872 6.89103 12.83714
H -0.29855 6.92367 12.01621
H -0.35576 6.85984 13.75882
O -4.71981 5.14517 -7.38897
C -5.43926 5.40847 -8.32848
O -4.90372 5.72134 -9.52027
C -5.65848 5.87655 -10.73163
C -6.23225 7.27532 -10.83890
C -6.93049 5.48160 -8.15354
H -6.42093 5.09881 -10.82028
H -4.95580 5.71392 -11.55219
H -6.92748 7.48855 -10.02404
H -6.76038 7.40267 -11.78591
H -5.43441 8.01900 -10.77520
H -7.19407 6.45123 -7.72832
H -7.23641 4.69000 -7.46611
H -7.49145 5.32182 -9.07215
O -0.45753 -9.40391 -5.52968
C -1.55290 -9.58324 -5.04607
O -2.43831 -8.57221 -4.98924
C -3.81192 -8.71955 -4.60008
C -3.95683 -8.67554 -3.09204
C -1.90644 -10.90298 -4.41942
H -4.24963 -9.61856 -5.04097
H -4.34558 -7.87156 -5.03589
H -3.42025 -9.49689 -2.61229
H -5.00856 -8.73542 -2.80491
H -3.53361 -7.74908 -2.69678
H -1.49570 -10.94122 -3.40947
H -1.46329 -11.69980 -5.02045
H -2.97546 -11.10410 -4.38610

- Structure (SMILES): CN1c2ccccc2Sc2ccc(P(O)O)cc21.CCOC(C)=O.CCOC(C)=O.CCOC(C)=O.CCOC(C)=O.CCOC(C)=O.CCOC(C)=O.CCOC(C)=O.CCOC(C)=O
- M: 982.133 u
- Spin multiplicity: 1
- LUMO: 0.062 eV
- Gap between HOMO and LUMO: 0.2795 Eh
- HOMO energy: -7.54 eV
- ΔE to the lowest compared entry with this formula, charge and spin: 6.271 eV
- Total charge: 0